# 1
DFT (ωB97M-V/def2-TZVPD) results for 11 unconnected molecules or ions with the total composition C17H57BF4N13O10.

Calculated values
**Net charge**: -1
**2S+1**: 1
**HOMO**: -6.75 eV
**Kohn-Sham gap**: 8.914 eV
**LUMO level**: 0.0795 Ha

Each line ends with the Mulliken charge.
Atoms and positions in Å:
B 0.5328 0.3284 -0.9415  -0.241
F 1.6051 0.9863 -1.4664  -0.158
F 1.1176 -0.6728 -0.1225  0.175
F -0.1689 1.1640 -0.2036  0.294
F -0.2892 -0.1164 -1.9222  -0.147
C 3.1175 3.0576 2.1534  0.616
O 2.9930 2.4143 3.1793  -0.686
N 3.6946 4.2378 1.9969  -0.341
N 2.3186 2.7342 1.1675  0.255
H 3.5470 4.8383 1.1983  0.172
H 4.2876 4.5056 2.7694  0.249
H 1.9799 1.7864 1.0829  -0.413
H 2.0479 3.3966 0.4548  0.107
C -3.5640 2.9739 -0.8889  0.607
O -3.9266 2.6492 0.2172  -0.663
N -2.5053 2.5938 -1.4748  -0.007
N -4.1280 3.9327 -1.5765  -0.388
H -1.8488 1.9487 -1.0588  -0.293
H -2.2414 3.1343 -2.2861  0.153
H -3.6196 4.2766 -2.3786  0.141
H -4.7881 4.5267 -1.0953  0.252
C 0.5068 1.5470 -4.9347  0.654
O 0.6338 2.0624 -6.0074  -0.721
N -0.2924 1.8621 -3.9606  0.104
N 1.3002 0.6413 -4.4353  -0.273
H -0.2972 1.2229 -3.1786  -0.183
H -0.8589 2.6754 -4.1549  0.043
H 1.0248 0.3003 -3.5254  0.214
H 2.2379 0.5920 -4.8074  0.213
C 5.5380 1.3324 -1.1433  0.378
O 6.4996 1.4652 -1.7780  -0.652
N 4.4396 0.7964 -1.5894  -0.239
N 5.1734 2.1093 -0.1524  -0.245
H 4.6043 0.1742 -2.3677  0.174
H 3.4856 0.8986 -1.2741  0.163
H 5.9202 2.6517 0.2576  0.212
H 4.3844 2.0016 0.4690  0.144
C -1.6739 2.4048 3.3560  0.530
O -2.6963 1.9241 2.8370  -0.628
N -0.5554 2.3939 2.7705  -0.202
N -1.5252 3.1364 4.4199  -0.455
H -0.6453 1.8628 1.9161  -0.131
H 0.3287 2.4580 3.2546  0.227
H -2.3923 3.2141 4.9321  0.286
H -0.5784 3.0463 4.7596  0.209
C -4.4497 -1.2717 -4.4922  -1.641
C -3.5031 -0.1728 -4.2284  1.031
C -4.0121 1.2992 -4.4123  -0.178
O -4.4572 1.6150 -5.6531  -0.433
C -4.7869 2.9781 -5.7226  -0.699
N -2.9949 -0.3640 -2.8906  -0.525
H -4.0392 -2.2746 -4.3752  0.374
H -4.8949 -1.1424 -5.4787  0.368
H -5.3785 -1.2833 -3.9217  0.347
H -2.6212 -0.3906 -4.8308  0.138
H -3.2931 2.0302 -4.0424  -0.181
H -4.8220 1.3958 -3.6893  0.352
H -4.9979 3.1504 -6.7780  0.297
H -3.9645 3.6356 -5.4408  0.256
H -5.7649 3.1389 -5.2690  0.317
H -2.4128 0.4373 -2.6927  -0.124
H -2.3646 -1.1525 -2.8591  0.385
C -1.3462 -4.1699 3.8154  -1.265
C -1.0377 -3.1272 4.8014  0.549
C -0.2546 -1.8581 4.3257  -0.599
O 1.0926 -2.1910 3.8998  -0.365
C 1.6674 -1.1176 3.2560  -0.466
N -2.3089 -2.7643 5.3527  -0.715
H -1.7653 -5.0804 4.2434  0.447
H -0.4117 -4.4678 3.3399  -0.001
H -2.0714 -3.8958 3.0491  0.335
H -0.4856 -3.6504 5.5821  0.161
H -0.1893 -1.0800 5.0863  0.508
H -0.9660 -1.4836 3.5897  0.289
H 1.3239 -1.1042 2.2217  -0.006
H 2.7247 -1.3660 3.1637  0.176
H 1.6270 -0.1426 3.7418  0.497
H -2.1997 -2.0553 6.0637  0.220
H -2.7263 -3.5869 5.7641  0.253
C 1.0188 -5.7859 0.8922  -1.557
C 1.4992 -4.2366 1.0342  1.492
C 2.9350 -4.1100 1.4003  -1.016
O 3.3038 -4.4906 2.6967  -0.355
C 4.6927 -4.0614 3.1027  -0.763
N 1.2921 -3.5315 -0.1875  -0.622
H 1.1566 -6.3378 1.8219  0.306
H 1.5211 -6.2400 0.0380  0.456
H -0.0251 -5.8480 0.5849  0.396
H 0.9274 -3.7640 1.8329  -0.473
H 3.1272 -3.0652 1.1559  0.462
H 3.5088 -4.7257 0.7077  0.396
H 5.4304 -4.5013 2.4315  0.320
H 4.8337 -4.1792 4.1771  0.273
H 4.7519 -2.9916 2.9022  0.291
H 0.2872 -3.4870 -0.2783  0.262
H 1.7837 -2.6563 -0.0759  0.134
O 1.5765 3.6418 -1.3568  -0.816
H 2.4005 3.7974 -1.8184  0.295
H 1.2744 2.7946 -1.6841  0.192
O -2.2963 -0.6781 0.7669  -0.605
H -1.4544 -0.2290 0.8442  -0.012
H -2.1844 -1.2714 0.0241  0.336

=====

# 2
DFT (ωB97M-V/def2-TZVPD) results for C4H8N2O in the gas phase.

Calculated values
**Net charge**: 0
**2S+1**: 1
**HOMO**: -9.12 eV
**Kohn-Sham gap**: 10.083 eV
**SMILES**: NC(=O)CN1CC1
**LUMO level**: 0.0353 Ha

Each line ends with the natural charge from an NBO analysis.
Atoms and positions in Å:
N -0.2634 1.0780 1.8775  -0.833
C 0.5816 0.0900 1.4604  0.657
O 1.7328 0.0104 1.8504  -0.604
C -0.0159 -0.9664 0.5246  -0.325
N -0.7085 -0.5364 -0.6976  -0.414
C 0.0960 -0.6123 -1.9106  -0.251
C -0.3295 0.6992 -1.3743  -0.262
H 0.0482 1.6928 2.6164  0.405
H -1.2376 1.0967 1.6235  0.399
H 0.8044 -1.6299 0.2407  0.216
H -0.7199 -1.5510 1.1370  0.217
H 1.1458 -0.8687 -1.7892  0.190
H -0.3606 -1.0706 -2.7888  0.201
H 0.3977 1.3768 -0.9176  0.202
H -1.1711 1.1912 -1.8524  0.201

=====

# 3
DFT (ωB97M-V/def2-TZVPD) results for C17H18N4O in the gas phase.

Calculated values
**Net charge**: 0
**2S+1**: 1
**HOMO**: -8.58 eV
**Kohn-Sham gap**: 9.118 eV
**SMILES**: N#CC(C#N)CN(C1=NCCO1)c1cccc2c1CCCC2
**LUMO level**: 0.0198 Ha

Each line ends with the natural charge from an NBO analysis.
Atoms and positions in Å:
N -2.0027 4.0716 -3.3076  -0.265
C -1.6325 3.2089 -2.6239  0.283
C -1.2254 2.0264 -1.8673  -0.440
C -2.1075 1.9543 -0.7255  0.283
N -2.8863 1.9449 0.1513  -0.268
C 0.2233 2.1546 -1.4251  -0.179
N 0.7548 0.8916 -0.8810  -0.467
C 1.2901 -0.0407 -1.7743  0.696
N 2.0374 -1.0563 -1.4155  -0.537
C 2.3790 -1.8421 -2.6042  -0.257
C 1.7705 -1.0285 -3.7279  -0.090
O 1.0397 0.0681 -3.1300  -0.517
C 0.7029 0.7521 0.5095  0.122
C 1.3143 1.7386 1.2662  -0.218
C 1.2622 1.7452 2.6249  -0.212
C 0.5767 0.7192 3.2582  -0.179
C -0.0582 -0.2964 2.5511  -0.029
C -0.0290 -0.2720 1.1528  0.075
C -0.7507 -1.3959 0.4259  -0.441
C -1.9995 -1.8282 1.1775  -0.394
C -1.6464 -2.2622 2.5954  -0.391
C -0.7250 -1.3357 3.3741  -0.433
H -1.3963 1.1689 -2.4751  0.295
H 0.8440 2.5164 -2.2135  0.232
H 0.3122 2.9442 -0.6478  0.238
H 3.4670 -1.9472 -2.7011  0.200
H 1.9459 -2.8457 -2.5249  0.191
H 1.0931 -1.6574 -4.3144  0.193
H 2.5787 -0.6322 -4.3135  0.188
H 1.8598 2.5525 0.7643  0.207
H 1.7753 2.5317 3.1402  0.217
H 0.5202 0.7249 4.3557  0.207
H -1.0280 -1.0266 -0.5945  0.202
H -0.0938 -2.2427 0.3108  0.225
H -2.6877 -0.9445 1.2704  0.208
H -2.4998 -2.6762 0.6750  0.213
H -1.0838 -3.1920 2.4883  0.192
H -2.5863 -2.4325 3.1638  0.212
H -1.3177 -0.8121 4.1052  0.216
H 0.0096 -1.9469 3.9065  0.222

=====

# 4
DFT (ωB97M-V/def2-TZVPD) results for a molecular structure, C38H36NOOsPS2SbSe2.

Calculated values
**Net charge**: +1
**2S+1**: 5
**HOMO (spin up / spin down)**: -9.65 / -9.92 eV
**Kohn-Sham gap (spin up / spin down)**: 7.087 / 6.540 eV
**LUMO level (spin up / spin down)**: -0.0943 / -0.1243 Ha

Each line ends with the Löwdin spin population.
Atoms and positions in Å:
Os 0.1267 0.7810 0.2713  2.287
O 3.1966 0.0023 -0.0463  0.034
C 4.0346 1.1352 -0.2474  0.001
C 3.1125 2.2771 -0.6268  0.024
C 2.4399 2.0074 -1.9841  0.007
C 1.0902 2.6411 -2.1492  0.007
C 0.9387 3.7175 -3.0160  -0.001
C -0.3054 4.2773 -3.2338  0.005
C -1.4005 3.7189 -2.5984  0.001
C -1.1861 2.6688 -1.7354  0.011
N 0.0279 2.1443 -1.4816  0.016
H 3.6773 -0.7021 0.3966  0.002
H 4.7439 0.9344 -1.0579  0.001
H 4.5898 1.3777 0.6615  0.000
H 3.6609 3.2192 -0.6341  0.001
H 2.3548 2.3452 0.1626  0.016
H 2.3167 0.9272 -2.0959  0.003
H 3.0884 2.3576 -2.7863  0.000
H 1.8156 4.1072 -3.5151  0.000
H -0.4205 5.1248 -3.8972  0.000
H -2.4038 4.0888 -2.7544  0.000
H -2.0186 2.2162 -1.2158  0.003
Se -0.9703 2.5848 1.4486  0.210
P -0.2712 2.6685 3.5930  0.060
Se 0.4688 -0.4886 2.1221  0.980
C -1.1656 4.2052 4.0630  0.007
C -2.1280 4.1044 5.0640  0.002
C -2.8356 5.2277 5.4727  0.001
C -2.5857 6.4568 4.8831  0.001
C -1.6468 6.5595 3.8634  0.001
C -0.9398 5.4397 3.4547  0.004
C 1.4572 3.2876 3.4412  0.013
C 2.2786 2.9978 4.5315  0.002
C 3.6011 3.4168 4.5539  0.001
C 4.1226 4.1220 3.4793  0.000
C 3.3135 4.4155 2.3900  0.001
C 1.9909 3.9928 2.3671  0.005
H -2.3200 3.1430 5.5259  0.000
H -3.5806 5.1449 6.2544  0.000
H -3.1133 7.3397 5.2212  0.000
H -1.4627 7.5143 3.3861  0.000
H -0.2087 5.5290 2.6620  0.001
H 1.8717 2.4338 5.3642  0.000
H 4.2274 3.1919 5.4080  0.000
H 5.1574 4.4416 3.4856  0.000
H 3.7103 4.9817 1.5560  0.000
H 1.3782 4.2209 1.5031  0.004
S 0.7466 -2.6503 -1.0066  0.044
Sb -0.8491 -3.9438 0.2828  0.020
C 0.5571 -5.0114 1.4553  0.002
C 0.9768 -6.2690 1.0403  0.001
C 2.0182 -6.8824 1.7221  0.000
C 2.6127 -6.2465 2.8035  0.001
C 2.1778 -4.9910 3.2083  0.001
C 1.1485 -4.3562 2.5276  0.007
C -1.8545 -4.9683 -1.2728  0.001
C -3.2332 -4.8410 -1.3824  0.000
C -3.8762 -5.4080 -2.4744  0.000
C -3.1446 -6.0964 -3.4316  0.000
C -1.7655 -6.2165 -3.3117  0.000
C -1.1096 -5.6441 -2.2332  0.000
C -2.2280 -2.6574 1.2326  0.017
C -2.3206 -2.6281 2.6204  0.016
C -3.0486 -1.6133 3.2218  0.009
C -3.6538 -0.6349 2.4452  0.003
C -3.5733 -0.6885 1.0604  0.003
C -2.8635 -1.7073 0.4402  0.007
H 0.4988 -6.7722 0.2082  0.000
H 2.3656 -7.8569 1.4047  0.000
H 3.4244 -6.7313 3.3303  0.000
H 2.6408 -4.4966 4.0526  0.000
H 0.8348 -3.3631 2.8232  0.008
H -3.8032 -4.3091 -0.6303  0.000
H -4.9493 -5.3098 -2.5757  0.000
H -3.6506 -6.5351 -4.2816  0.000
H -1.1974 -6.7495 -4.0629  0.000
H -0.0310 -5.7073 -2.1555  0.000
H -1.8225 -3.3743 3.2279  0.000
H -3.1155 -1.5718 4.3014  0.000
H -4.1957 0.1727 2.9191  0.000
H -4.0617 0.0641 0.4550  0.000
H -2.8168 -1.7573 -0.6385  0.001
S -0.1418 -0.8580 -1.4124  0.147

=====

# 5
DFT (ωB97M-V/def2-TZVPD) results for C3H7N3OS in the gas phase.

Calculated values
**Net charge**: 0
**2S+1**: 1
**HOMO**: -9.22 eV
**Kohn-Sham gap**: 9.767 eV
**SMILES**: [H]/N=C(/N)[C@H](S)C(N)=O
**LUMO level**: 0.0201 Ha

Each line ends with the natural charge from an NBO analysis.
Atoms and positions in Å:
H 0.9179 -1.2650 2.1639  0.333
N 0.9713 -1.8109 1.3318  -0.709
C 0.4742 -1.2177 0.3171  0.439
N 0.3754 -1.8433 -0.9030  -0.822
C -0.1613 0.1637 0.4110  -0.486
S -1.9976 0.0673 0.4964  -0.015
C 0.1547 1.1318 -0.7442  0.677
N -0.1337 2.4251 -0.4568  -0.813
O 0.6477 0.7898 -1.8059  -0.613
H 0.4348 -1.2325 -1.7468  0.423
H 0.8975 -2.7021 -0.9561  0.394
H 0.1942 0.6371 1.3385  0.235
H -2.0515 -0.9181 1.4038  0.142
H -0.6675 2.6923 0.3617  0.405
H -0.0558 3.0825 -1.2116  0.409

=====

# 6
DFT (ωB97M-V/def2-TZVPD) results for C3H5ClN2 in the gas phase.

Calculated values
**Net charge**: 0
**2S+1**: 1
**HOMO**: -9.56 eV
**Kohn-Sham gap**: 10.010 eV
**SMILES**: [H]/N=C(\N)C(=C)Cl
**LUMO level**: 0.0165 Ha

Each line ends with the natural charge from an NBO analysis.
Atoms and positions in Å:
H -2.8174 -0.0463 -0.0993  0.326
N -2.0601 0.6294 -0.2948  -0.645
C -1.0135 -0.0395 0.0012  0.378
N -1.1097 -1.4394 0.3561  -0.824
C 0.3259 0.5711 -0.0348  -0.129
C 0.4990 1.8535 0.2301  -0.319
Cl 1.5817 -0.5760 -0.1118  0.026
H -1.7871 -1.8513 -0.2426  0.372
H -0.1887 -1.7927 0.1543  0.373
H 1.5081 2.2727 0.2006  0.208
H -0.2836 2.5684 0.2803  0.235